i) This record from the OMol25 dataset describes a molecular structure, CH6N4. The level of theory is the ωB97M-V functional and the def2-TZVPD basis.

XYZ file:
```
11
Properties=species:S:1:pos:R:3
N 1.218 -0.861 0.864
N -0.592 -0.707 0.661
N -1.148 0.102 1.343
H 1.270 -0.717 1.870
H 1.381 -1.837 0.645
H -1.746 0.773 0.815
C 0.046 0.333 -1.400
N -0.676 1.359 -1.420
H -0.569 1.980 -0.608
H -0.045 -0.389 -2.214
H 0.861 -0.036 -0.556
```

Its charge is 0. The value obtained for the LUMO energy (spin up / spin down) is -0.79 / -0.88 eV. The value obtained for the HOMO-LUMO gap (spin up / spin down) is 8.1 / 7.9 eV.

***

ii) This record from the OMol25 dataset describes a single CH6N4 molecule. The level of theory is the ωB97M-V functional and the def2-TZVPD basis.

XYZ file:
```
11
Properties=species:S:1:pos:R:3
C 0.421 -0.217 0.411
H -0.603 -0.461 -1.974
H -1.787 0.491 -1.615
H 0.089 1.587 -0.137
H 0.040 0.633 2.123
H 1.334 -0.406 2.043
H 0.133 -1.937 -0.637
N -0.772 0.515 -1.602
N -0.289 0.739 -0.319
N 0.878 0.436 1.609
N 0.555 -1.380 0.098
```

The SMILES is [H]/N=C(/N)NN. Its charge is 0. The value obtained for the LUMO energy is 0.99 eV. The value obtained for the HOMO-LUMO gap is 9.9 eV.

***

Preferred: ii); penalty for the next structure: 95.4 kcal/mol.

***

i) This record from the OMol25 dataset describes a molecular structure, C12H36InO16P4. The level of theory is the ωB97M-V functional and the def2-TZVPD basis.

XYZ file:
```
69
Properties=species:S:1:pos:R:3
In -2.232 -1.308 0.208
C -3.662 4.933 -1.786
O -2.901 5.584 -0.805
P -1.765 4.714 -0.081
O -2.011 3.234 -0.126
O -1.669 5.395 1.397
C -0.858 4.867 2.428
O -0.406 5.248 -0.889
C -0.032 6.607 -0.825
H -4.651 5.389 -1.726
H -3.919 3.928 -1.453
H -3.289 5.032 -2.805
H -0.067 5.513 2.809
H -0.277 3.988 2.149
H -1.440 4.600 3.311
H 0.030 7.084 -1.803
H 0.939 6.519 -0.336
H -0.671 7.253 -0.223
C -5.428 1.991 -6.198
O -4.649 1.533 -5.049
P -3.690 0.267 -5.191
O -2.752 0.044 -4.069
O -3.017 0.426 -6.641
C -2.038 1.430 -6.896
O -4.738 -0.948 -5.514
C -4.179 -2.218 -5.844
H -4.844 2.737 -6.738
H -6.384 2.372 -5.838
H -5.626 1.177 -6.896
H -2.225 1.778 -7.912
H -1.009 1.077 -6.836
H -2.165 2.260 -6.201
H -4.792 -3.050 -5.499
H -3.178 -2.433 -5.470
H -4.215 -2.356 -6.924
C -0.017 -6.357 4.059
O 1.237 -6.495 3.309
P 1.855 -5.067 2.755
O 0.810 -4.176 2.131
O 2.627 -4.614 4.083
C 3.572 -5.419 4.774
O 3.124 -5.607 1.821
C 2.769 -6.282 0.700
H -0.547 -5.424 3.864
H 0.010 -6.681 5.099
H -0.667 -7.096 3.590
H 4.527 -4.899 4.850
H 3.689 -6.400 4.314
H 3.256 -5.550 5.810
H 3.471 -5.946 -0.064
H 1.811 -5.982 0.274
H 2.791 -7.354 0.895
C 1.934 -0.475 5.246
O 2.893 0.254 4.446
P 2.818 0.330 2.856
O 1.464 0.131 2.255
O 3.592 1.690 2.595
C 3.894 2.108 1.261
O 3.931 -0.728 2.387
C 5.223 -0.819 2.846
H 1.102 0.123 5.618
H 2.417 -0.893 6.129
H 1.471 -1.344 4.778
H 3.150 2.743 0.780
H 3.977 1.229 0.622
H 4.794 2.720 1.201
H 6.000 -0.701 2.091
H 5.400 -1.734 3.410
H 5.433 0.042 3.481
```

Its charge is +3. The value obtained for the LUMO energy is -15.35 eV. The value obtained for the HOMO-LUMO gap is 1.4 eV.

***

ii) This record from the OMol25 dataset describes a molecular structure, C12H36InO16P4. The level of theory is the ωB97M-V functional and the def2-TZVPD basis.

XYZ file:
```
69
Properties=species:S:1:pos:R:3
In -1.651 -11.096 11.124
C -0.346 -12.776 6.748
O 0.475 -11.604 6.689
P 1.175 -10.983 7.994
O 0.254 -10.852 9.173
O 1.859 -9.594 7.517
C 2.543 -8.926 8.575
O 2.436 -11.944 8.213
C 3.330 -12.251 7.099
H -0.193 -13.186 5.751
H -1.404 -12.635 6.958
H -0.021 -13.575 7.420
H 2.996 -9.574 9.326
H 1.839 -8.198 8.988
H 3.366 -8.295 8.230
H 3.657 -11.292 6.704
H 2.905 -12.891 6.329
H 4.140 -12.782 7.590
C -0.140 -13.836 16.340
O 0.092 -13.335 15.020
P 0.489 -11.852 14.640
O 0.255 -11.451 13.191
O 2.066 -11.833 15.010
C 2.978 -11.113 14.149
O -0.257 -10.868 15.670
C 0.308 -9.631 16.083
H 0.499 -14.692 16.545
H -1.169 -14.184 16.437
H -0.066 -13.195 17.221
H 3.793 -10.842 14.826
H 2.549 -10.257 13.639
H 3.501 -11.833 13.517
H -0.446 -9.016 16.563
H 0.539 -9.073 15.163
H 1.273 -9.679 16.586
C -7.475 -14.049 10.302
O -6.300 -13.231 10.471
P -4.841 -13.698 9.965
O -3.763 -12.673 10.212
O -4.653 -15.170 10.484
C -4.081 -15.423 11.802
O -5.119 -13.915 8.414
C -4.033 -13.609 7.492
H -8.074 -13.784 9.433
H -8.082 -13.754 11.162
H -7.308 -15.108 10.487
H -3.664 -14.552 12.305
H -3.310 -16.157 11.580
H -4.789 -15.860 12.503
H -4.416 -14.143 6.620
H -3.134 -14.125 7.826
H -4.017 -12.532 7.346
C -4.637 -5.318 11.202
O -3.991 -6.613 11.102
P -4.649 -8.031 11.281
O -3.750 -9.225 11.041
O -5.184 -7.943 12.824
C -4.287 -7.853 13.878
O -6.044 -7.977 10.488
C -6.547 -9.222 9.940
H -5.183 -5.151 10.278
H -3.924 -4.511 11.349
H -5.222 -5.373 12.120
H -3.533 -8.654 13.911
H -4.768 -8.013 14.844
H -3.779 -6.883 13.891
H -7.039 -9.799 10.722
H -5.709 -9.833 9.601
H -7.174 -8.977 9.089
```

Its charge is +3. The value obtained for the LUMO energy is -15.50 eV. The value obtained for the HOMO-LUMO gap is 2.9 eV.

***

Preferred: ii); penalty for the next structure: 72.8 kcal/mol.

***

i) This record from the OMol25 dataset describes a gas-phase ion, CH2NO4S (charge -1). The level of theory is the ωB97M-V functional and the def2-TZVPD basis.

XYZ file:
```
9
Properties=species:S:1:pos:R:3
C -1.152 0.984 -0.004
N 1.446 -0.325 0.090
O -0.182 1.763 0.408
O -2.296 1.010 -0.314
O -0.264 -1.603 -1.244
O -0.487 -1.508 1.208
S -0.217 -0.791 -0.028
H 1.441 0.473 0.716
H 1.711 -0.003 -0.832
```

The SMILES is NS(=O)(=O)C(=O)[O-]. Its charge is -1. The value obtained for the LUMO energy is 4.00 eV. The value obtained for the HOMO-LUMO gap is 8.9 eV.

***

ii) This record from the OMol25 dataset describes a gas-phase ion, CH2NO4S (charge -1). The level of theory is the ωB97M-V functional and the def2-TZVPD basis.

XYZ file:
```
9
Properties=species:S:1:pos:R:3
C -0.069 0.310 -0.484
N -1.461 0.087 -0.367
O 1.782 -1.686 0.884
O -2.076 0.650 0.500
O -1.955 -0.820 -1.094
O 2.012 0.691 1.251
S 1.102 -0.433 1.178
H 0.084 1.308 -0.423
H 0.581 -0.107 -1.445
```

Its charge is -1. The value obtained for the LUMO energy (spin up / spin down) is 3.99 / 3.99 eV. The value obtained for the HOMO-LUMO gap (spin up / spin down) is 8.0 / 8.0 eV.

***

Preferred: i); penalty for the next structure: 91.6 kcal/mol.

***

i) This record from the OMol25 dataset describes a single C5H5ClF2 molecule. The level of theory is the ωB97M-V functional and the def2-TZVPD basis.

XYZ file:
```
13
Properties=species:S:1:pos:R:3
C 0.828 -0.932 1.347
C -0.034 -0.049 0.398
C -1.235 0.552 0.699
C 0.276 -0.248 -0.975
C 0.212 0.898 -1.735
H 1.034 -1.980 0.986
H 1.691 -0.046 1.615
H 0.252 -0.987 2.346
H -1.735 0.886 -0.285
H -1.768 0.875 1.725
F 0.247 0.864 -3.096
F -0.191 2.075 -1.333
Cl 0.424 -1.908 -1.693
```

The SMILES is C=C(C)C(Cl)=C(F)F. Its charge is 0. The value obtained for the LUMO energy is 0.56 eV. The value obtained for the HOMO-LUMO gap is 9.6 eV.

***

ii) This record from the OMol25 dataset describes a single C5H5ClF2 molecule. The level of theory is the ωB97M-V functional and the def2-TZVPD basis.

XYZ file:
```
13
Properties=species:S:1:pos:R:3
C 0.715 0.740 -0.338
C 0.535 0.216 1.091
C -0.276 -1.126 0.679
C -1.025 -0.826 -0.316
C -0.675 0.549 -0.966
H 1.245 1.666 -0.224
H 0.196 0.782 1.924
H 1.557 -0.108 1.449
H -0.434 -1.986 1.500
H -0.481 0.557 -1.983
F -1.956 -1.594 -1.013
F -1.392 1.677 -0.714
Cl 1.991 -0.547 -1.089
```

The SMILES is FC1=CC[C@@H](Cl)[C@@H]1F. Its charge is 0. The value obtained for the LUMO energy is 0.62 eV. The value obtained for the HOMO-LUMO gap is 10.9 eV.

***

Preferred: ii); penalty for the next structure: 21.4 kcal/mol.

***

i) This record from the OMol25 dataset describes 4 unconnected molecules or ions with the total composition C3H11NO3. The level of theory is the ωB97M-V functional and the def2-TZVPD basis.

XYZ file:
```
18
Properties=species:S:1:pos:R:3
C 2.653 0.618 -0.390
C 1.776 -0.198 0.368
N 0.418 -0.289 -0.100
C -0.109 -0.121 -1.440
O 1.971 -0.755 1.435
H 3.724 0.637 -0.221
H -0.063 1.707 1.515
H 2.204 1.037 -1.271
H -0.305 -0.678 0.504
H -0.679 0.817 -1.364
H 0.728 -0.166 -2.111
H -0.865 -0.891 -1.535
H -3.455 1.291 -1.101
H 0.446 2.175 1.244
O -2.686 0.738 -0.938
H -3.206 -0.783 1.671
H -2.776 0.151 -0.142
O -2.475 -0.691 1.026
```

As for the expectation value of S²: 1.396. Its charge is +1. The value obtained for the LUMO energy (spin up / spin down) is -10.02 / -9.89 eV. The value obtained for the HOMO-LUMO gap (spin up / spin down) is 4.0 / 4.3 eV. As for the spin multiplicity: 2.

***

ii) This record from the OMol25 dataset describes 3 unconnected molecules or ions with the total composition C3H11NO3. The level of theory is the ωB97M-V functional and the def2-TZVPD basis.

XYZ file:
```
18
Properties=species:S:1:pos:R:3
C 2.288 1.318 1.109
N 1.309 1.768 2.033
C 0.868 0.839 3.039
C 1.198 3.207 2.235
O 2.692 0.189 1.139
H 2.666 2.012 0.357
H -0.127 0.397 2.959
H 0.983 1.348 4.032
H 1.591 0.010 3.030
H 0.749 3.775 1.424
H 2.247 3.562 2.298
H 0.467 3.385 3.024
H -5.367 -3.465 -3.355
H -4.484 -3.987 -4.362
O -4.517 -3.920 -3.403
H -0.487 -2.991 -4.714
H -0.922 -3.808 -5.882
O -1.153 -3.640 -4.963
```

As for the expectation value of S²: 0.765. Its charge is +1. The value obtained for the LUMO energy (spin up / spin down) is -4.21 / -8.89 eV. The value obtained for the HOMO-LUMO gap (spin up / spin down) is 8.5 / 3.8 eV. As for the spin multiplicity: 2.

***

Preferred: ii); penalty for the next structure: 152.0 kcal/mol.

***

i) This record from the OMol25 dataset describes 5 unconnected molecules or ions with the total composition C2H16NO4. The level of theory is the ωB97M-V functional and the def2-TZVPD basis.

XYZ file:
```
23
Properties=species:S:1:pos:R:3
C -0.529 1.188 0.020
N -1.167 -0.064 0.583
C -2.018 -0.778 -0.378
H 0.099 1.675 0.779
H 0.044 0.862 -0.845
H -1.224 1.976 -0.273
H -1.694 0.368 1.370
H -0.389 -0.517 1.073
H -2.206 -1.748 0.168
H -1.608 -0.756 -1.395
H -3.088 -0.592 -0.351
H 2.736 -0.445 -2.000
H 1.672 0.550 -2.590
O 2.128 0.281 -1.775
H -0.140 3.913 -0.993
H 1.013 4.429 -0.006
O 0.391 3.716 -0.206
H 1.354 -1.623 3.285
H 1.082 -2.479 2.146
O 0.680 -1.725 2.596
H 1.015 -3.338 0.111
H 1.159 -2.391 -1.081
O 0.689 -2.502 -0.238
```

Its charge is +1. The value obtained for the LUMO energy is -2.78 eV. The value obtained for the HOMO-LUMO gap is 12.0 eV.

***

ii) This record from the OMol25 dataset describes 5 unconnected molecules or ions with the total composition C2H16NO4. The level of theory is the ωB97M-V functional and the def2-TZVPD basis.

XYZ file:
```
23
Properties=species:S:1:pos:R:3
C -0.761 0.692 1.219
N 0.294 -0.091 0.453
C -0.156 -0.434 -0.946
H -0.379 1.725 1.334
H -1.806 0.636 0.775
H -0.773 0.245 2.196
H 0.405 -1.040 0.809
H 1.177 0.425 0.403
H -0.694 -1.370 -0.756
H 0.600 -0.691 -1.772
H -0.880 0.357 -1.281
H 0.121 4.374 0.605
H 1.405 3.783 0.005
O 0.616 3.543 0.492
H -0.070 -3.499 2.986
H 1.100 -2.452 3.617
O 0.412 -2.522 3.043
H 1.005 -7.132 -1.265
H 0.780 -6.126 -2.287
O 0.399 -6.955 -1.962
H -0.974 6.080 -2.015
H -0.958 5.339 -3.312
O -0.864 5.113 -2.340
```

Its charge is +1. The value obtained for the LUMO energy is -3.04 eV. The value obtained for the HOMO-LUMO gap is 10.6 eV.

***

Preferred: i); penalty for the next structure: 17.9 kcal/mol.

***

i) This record from the OMol25 dataset describes 2 unconnected molecules or ions with the total composition CH2O4S. The level of theory is the ωB97M-V functional and the def2-TZVPD basis.

XYZ file:
```
8
Properties=species:S:1:pos:R:3
C 0.440 0.461 -0.167
O -2.075 0.559 1.969
O 1.761 1.612 1.151
O 0.268 1.245 2.395
O 1.273 1.396 -0.024
S -1.165 1.728 2.091
H 0.156 -0.133 0.710
H -0.158 0.411 -1.069
```

Its charge is 0. The value obtained for the LUMO energy is -1.53 eV. The value obtained for the HOMO-LUMO gap is 7.7 eV.

***

ii) This record from the OMol25 dataset describes a single CH2O4S molecule. The level of theory is the ωB97M-V functional and the def2-TZVPD basis.

XYZ file:
```
8
Properties=species:S:1:pos:R:3
C 0.170 -0.258 0.031
O 2.186 1.383 -0.045
O 3.387 -0.420 1.227
O 1.181 -0.895 0.091
O 3.193 -0.349 -1.274
S 2.773 0.067 -0.007
H -0.777 -0.793 0.243
H 0.346 0.881 -0.097
```

Its charge is 0. The value obtained for the LUMO energy is -1.32 eV. The value obtained for the HOMO-LUMO gap is 9.6 eV.

***

Preferred: ii); penalty for the next structure: 113.2 kcal/mol.